1.
The following is a quantum chemistry calculation of a cluster of 2 separate species, C4H11N2S in total in a non-equilibrium geometry, from OMol25.

Output
frontier orbital gap (spin up / spin down): 6.73 / 7.19 eV
spin multiplicity: 3
max |F|: 4.315 eV/Å
charge: +1
electronic energy: -18129.2825 eV
E_HOMO (spin up / spin down): -9.5947 / -14.3380 eV
energy above the lowest of the compared OMol25 structures with the same formula, charge and spin: 60.63 kcal/mol

Positions of all 18 atoms, in Å:
C: 0.22647 -0.46509 -0.17505
C: -1.44429 1.62365 0.36023
C: 2.63809 -0.49843 -0.07957
C: -1.57592 0.50077 -0.59948
N: 0.15941 -1.72358 0.02630
N: 1.35384 0.14068 -0.30912
S: -2.92464 -0.48075 -0.28015
H: -1.72012 2.55294 -0.10197
H: -2.16723 1.40593 1.12943
H: -0.47447 1.69881 0.86074
H: 3.49419 0.07107 -0.32424
H: 2.68041 -1.59802 -0.40354
H: 2.68929 -0.51601 1.06248
H: -1.31950 0.56305 -1.61489
H: -0.64539 -2.19314 -0.29929
H: 0.99294 -2.39755 0.33268
H: 1.35342 1.15324 -0.48186
H: -3.31648 0.16242 0.89730

2.
The following is a quantum chemistry calculation of a cluster of 2 separate species, C4H11N3 in total in a non-equilibrium geometry, from OMol25.

Output
frontier orbital gap: 7.83 eV
spin multiplicity: 1
SMILES: [H]/N=C/NN.C=CC
max |F|: 4.455 eV/Å
electronic energy: -8793.0837 eV
E_HOMO: -7.6067 eV
energy above the lowest of the compared OMol25 structures with the same formula, charge and spin: 104.59 kcal/mol

Positions of all 18 atoms, in Å:
C: -1.17414 0.04263 -0.62460
C: -1.69470 0.12560 0.65286
C: -1.71292 -0.97386 -1.60016
H: -0.95396 1.00183 -1.08943
H: 0.41826 -0.53893 -0.43437
H: -2.63738 -0.61649 -2.05688
H: -0.99563 -1.12821 -2.40663
H: -2.23046 -0.71145 1.08217
H: -1.68219 1.05232 1.20639
H: -0.08247 -0.37659 1.71721
H: -1.90978 -1.91942 -1.09696
C: 2.31306 0.56220 0.04351
N: 1.39070 -0.39664 0.36311
N: 0.95911 -0.47886 1.65637
N: 2.62420 1.47785 0.86962
H: 1.38761 0.27956 2.19858
H: 3.28936 2.14822 0.49841
H: 2.69134 0.45025 -0.97918

3.
The following is a quantum chemistry calculation of an isolated molecule of C4H11N3 in a non-equilibrium geometry, from OMol25.

Output
frontier orbital gap: 8.36 eV
spin multiplicity: 1
SMILES: C=C(N)N[C@@H](C)N
max |F|: 3.861 eV/Å
electronic energy: -8794.9568 eV
E_HOMO: -7.3868 eV
energy above the lowest of the compared OMol25 structures with the same formula, charge and spin: 61.39 kcal/mol

Positions of all 18 atoms, in Å:
C: 0.92679 -0.27507 0.13215
C: 1.93416 -1.01762 -0.73191
N: -0.20661 0.18323 -0.63348
C: -1.46641 0.14551 -0.04929
N: 1.48698 1.11702 0.44298
N: -1.75726 -1.03833 0.66358
C: -2.33994 1.16515 -0.12103
H: 0.34683 1.30174 -0.53548
H: 0.65134 -0.83447 1.03509
H: 1.03747 1.50492 1.26784
H: 2.48617 1.12987 0.63500
H: -1.49467 -1.87148 0.15341
H: -2.71697 -1.08114 0.97799
H: 2.19670 -0.41748 -1.60317
H: 2.84785 -1.23551 -0.17804
H: 1.48590 -1.93912 -1.09808
H: -2.06602 2.09262 -0.59613
H: -3.35232 1.07017 0.23855

4.
The following is a quantum chemistry calculation of a cluster of 2 separate species, C4H11N3 in total in a non-equilibrium geometry, from OMol25.

Output
frontier orbital gap (spin up / spin down): 7.83 / 7.83 eV
spin multiplicity: 1
max |F|: 1.280 eV/Å
electronic energy: -8791.8546 eV
E_HOMO (spin up / spin down): -6.9600 / -6.9613 eV
energy above the lowest of the compared OMol25 structures with the same formula, charge and spin: 132.93 kcal/mol

Positions of all 18 atoms, in Å:
C: -1.33157 1.30218 1.09504
C: -0.91116 -0.05039 -1.57740
N: -1.24271 -0.10235 0.75129
N: -0.06277 -0.68624 1.07169
C: 1.03642 -0.54601 0.29062
N: 1.99387 -1.55675 0.32237
C: 0.99374 0.38832 -0.74737
H: -0.18036 -1.60926 1.48261
H: 2.95288 -1.24683 0.32311
H: 1.83309 -2.30692 0.97940
H: -1.58618 1.40635 2.15736
H: -2.15123 1.73209 0.51501
H: -0.44707 1.93050 0.92074
H: -1.06991 -1.12157 -1.58564
H: -0.42654 0.27568 -2.49350
H: -1.83652 0.49896 -1.45659
H: 0.67032 1.39646 -0.54569
H: 1.76568 0.29578 -1.50307

5.
The following is a quantum chemistry calculation of an isolated molecule of C4H11N3 in a non-equilibrium geometry, from OMol25.

Output
frontier orbital gap: 9.13 eV
spin multiplicity: 1
SMILES: [H]/N=C/[C@H](C)C(N)N
max |F|: 6.662 eV/Å
electronic energy: -8794.5096 eV
E_HOMO: -8.1354 eV
energy above the lowest of the compared OMol25 structures with the same formula, charge and spin: 71.70 kcal/mol

Positions of all 18 atoms, in Å:
C: -0.32316 0.85422 0.47210
C: 0.10455 -0.54335 0.28064
C: -0.22764 -1.28586 -0.99698
N: -0.33948 1.73512 -0.61163
N: -1.96690 0.41510 0.75550
C: 1.75896 -0.16020 0.23712
N: 2.53261 -0.60207 1.14798
H: 0.01484 1.31718 1.39688
H: 0.02828 -1.14462 1.18356
H: -0.78568 2.60716 -0.34763
H: -0.85078 1.37128 -1.40636
H: -2.11542 -0.07694 1.63535
H: -2.53284 0.03912 -0.00171
H: 3.51857 -0.42135 0.92702
H: 2.12774 0.38279 -0.65057
H: -1.29493 -1.27908 -1.23091
H: 0.07391 -2.33242 -0.91271
H: 0.27736 -0.87607 -1.87765

6.
The following is a quantum chemistry calculation of an isolated molecule of C4H11N3 in a non-equilibrium geometry, from OMol25.

Output
frontier orbital gap: 9.47 eV
spin multiplicity: 1
SMILES: N/C=N/CCCN
max |F|: 2.376 eV/Å
electronic energy: -8795.3158 eV
E_HOMO: -8.3707 eV
energy above the lowest of the compared OMol25 structures with the same formula, charge and spin: 53.11 kcal/mol

Positions of all 18 atoms, in Å:
C: -0.20125 -0.29529 2.03334
C: -0.79756 0.87126 1.18271
C: -0.21383 0.94378 -0.19701
N: -0.15989 -0.64167 -3.23291
C: 0.35958 -0.41965 -1.98259
N: -0.35618 -0.33248 -0.93273
N: 1.23598 -0.38869 1.80709
H: -0.31148 0.00521 3.07249
H: -0.79417 -1.15820 1.72503
H: -0.62190 1.77337 1.77588
H: -1.88729 0.80732 1.25204
H: -0.70225 1.74282 -0.75661
H: 0.85364 1.19849 -0.15830
H: 0.21049 -1.38353 -3.81171
H: -1.17228 -0.63935 -3.14428
H: 1.46160 -0.36853 -2.02267
H: 1.69305 -0.95478 2.50816
H: 1.40374 -0.76008 0.88208

7.
The following is a quantum chemistry calculation of a cluster of 2 separate species, C4H11N3 in total in a non-equilibrium geometry, from OMol25.

Output
frontier orbital gap: 8.48 eV
spin multiplicity: 1
SMILES: [H]/N=C\N.C/C=C\N
max |F|: 3.974 eV/Å
electronic energy: -8794.7749 eV
E_HOMO: -7.5209 eV
energy above the lowest of the compared OMol25 structures with the same formula, charge and spin: 65.59 kcal/mol

Positions of all 18 atoms, in Å:
C: 2.03483 0.31059 -0.59751
N: 0.25157 -1.93584 0.32366
C: 0.28288 -0.68294 0.95613
C: 1.11379 0.33783 0.58334
H: -0.66847 -2.35704 0.37755
H: 0.52468 -1.89814 -0.64989
H: -0.03843 -0.72778 1.99042
H: 1.30920 1.11371 1.31015
H: 1.59415 -0.23110 -1.43529
H: 2.96766 -0.19879 -0.34379
H: 2.28325 1.32052 -0.92142
N: -1.19481 1.50940 -0.18059
C: -1.83710 0.30814 0.21088
N: -2.32377 -0.56639 -0.58833
H: -1.29672 2.32920 0.40106
H: -0.82027 1.53237 -1.11930
H: -1.87424 -0.56262 -1.50440
H: -2.30820 0.39886 1.18731

8.
The following is a quantum chemistry calculation of an isolated molecule of C4H11N3 in a non-equilibrium geometry, from OMol25.

Output
frontier orbital gap: 9.73 eV
spin multiplicity: 1
SMILES: [H]/N=C(/N)NCCC
max |F|: 2.643 eV/Å
electronic energy: -8796.1510 eV
E_HOMO: -8.8233 eV
energy above the lowest of the compared OMol25 structures with the same formula, charge and spin: 33.85 kcal/mol

Positions of all 18 atoms, in Å:
C: -0.96704 -1.11399 2.39411
C: -1.51575 -1.33846 0.97975
C: -1.06497 -0.32593 -0.04979
N: 0.36265 -0.26306 -0.21648
C: 1.00382 0.72095 -1.00400
N: 0.32242 1.91637 -1.09974
N: 2.21196 0.57927 -1.37590
H: -1.38322 -1.92175 2.99164
H: 0.11913 -1.14243 2.38271
H: -1.26463 -0.13536 2.77620
H: -1.03175 -2.29315 0.70391
H: -2.54338 -1.66962 0.84889
H: -1.49066 0.63241 0.28232
H: -1.62458 -0.35829 -0.99846
H: 0.81078 -1.12787 -0.49679
H: -0.17065 2.19297 -0.26468
H: 1.04689 2.50450 -1.50192
H: 2.47964 -0.31156 -1.76970

9.
The following is a quantum chemistry calculation of a cluster of 2 separate species, C4H11N3 in total in a non-equilibrium geometry, from OMol25.

Output
frontier orbital gap: 9.99 eV
spin multiplicity: 1
SMILES: [H]/N=C\N=C.CNC
max |F|: 4.230 eV/Å
electronic energy: -8793.6194 eV
E_HOMO: -9.1090 eV
energy above the lowest of the compared OMol25 structures with the same formula, charge and spin: 92.23 kcal/mol

Positions of all 18 atoms, in Å:
C: 1.86826 -0.22518 -0.10048
C: 0.73720 0.92518 1.70127
N: 1.04430 -0.35736 1.08905
H: 1.50282 -0.96362 1.76152
H: 0.10830 1.49523 1.01500
H: 2.82335 0.28849 0.08553
H: 1.31137 0.34202 -0.84795
H: 2.08248 -1.21311 -0.50772
H: 0.17786 0.76470 2.62239
H: 1.63246 1.51981 1.93570
C: -1.49517 0.19035 -2.11790
C: -1.33132 -0.93816 0.05712
N: -1.69942 -0.01977 -0.72841
N: -2.60848 0.46422 -2.63870
H: -3.14118 0.29052 -1.56443
H: -0.50895 0.18136 -2.57546
H: -0.89815 -1.87459 -0.28697
H: -1.60573 -0.87009 1.10043

10.
The following is a quantum chemistry calculation of an isolated molecule of C4H11N3 in a non-equilibrium geometry, from OMol25.

Output
frontier orbital gap: 9.26 eV
spin multiplicity: 1
SMILES: [H]/N=C\N(C)[C@@H](C)N
max |F|: 2.746 eV/Å
electronic energy: -8795.7711 eV
E_HOMO: -8.4305 eV
energy above the lowest of the compared OMol25 structures with the same formula, charge and spin: 42.61 kcal/mol

Positions of all 18 atoms, in Å:
C: -0.19026 0.70131 0.35515
C: -0.83527 -0.14289 -1.83392
C: -0.99072 -0.28540 1.43587
N: 0.18543 -0.04376 -0.81161
N: 0.92451 1.28809 1.04371
C: 1.27527 -0.89010 -0.88407
N: 2.23976 -1.06982 -0.09418
H: -0.91164 1.46021 0.02919
H: 0.88860 0.72522 1.94021
H: 0.75982 2.26105 1.25210
H: 2.22171 -0.47723 0.73096
H: 1.27520 -1.47869 -1.80148
H: -1.21049 0.85143 -2.08466
H: -1.67667 -0.76119 -1.50539
H: -0.41145 -0.57908 -2.73458
H: -1.87446 -0.67684 0.93310
H: -1.32267 0.24213 2.31861
H: -0.34667 -1.12443 1.71098

11.
The following is a quantum chemistry calculation of a cluster of 2 separate species, C4H11N3O in total in a non-equilibrium geometry, from OMol25.

Output
frontier orbital gap: 10.10 eV
spin multiplicity: 1
SMILES: C=NC(C)=O.NCN
max |F|: 1.892 eV/Å
electronic energy: -10843.0416 eV
E_HOMO: -9.2762 eV
energy above the lowest of the compared OMol25 structures with the same formula, charge and spin: 50.03 kcal/mol

Positions of all 19 atoms, in Å:
C: -0.16488 -1.70561 -0.24409
N: 0.66822 -1.64510 0.95360
N: 0.49682 -1.25711 -1.43274
H: 0.27025 -2.19635 1.70903
H: 1.62468 -1.91593 0.77505
H: 1.35032 -1.77692 -1.61202
H: 0.70443 -0.27023 -1.37647
H: -0.56194 -2.71831 -0.41907
H: -0.99010 -0.92262 -0.01094
C: -1.12320 1.88798 -1.17935
C: -0.17884 1.91413 -0.00251
C: 0.36160 0.51220 1.79149
N: -0.50049 0.99406 0.98092
O: 0.70643 2.73444 0.11215
H: -1.42908 0.87367 -1.42407
H: -0.65634 2.35719 -2.04406
H: -2.01579 2.45931 -0.91898
H: 0.00531 0.02836 2.68696
H: 1.43260 0.64682 1.65510

12.
The following is a quantum chemistry calculation of a cluster of 3 separate species, C4H11N3O in total, from OMol25.

Output
frontier orbital gap: 7.89 eV
spin multiplicity: 1
max |F|: 0.496 eV/Å
electronic energy: -10841.3140 eV
E_HOMO: -7.2899 eV
energy above the lowest of the compared OMol25 structures with the same formula, charge and spin: 89.87 kcal/mol

Positions of all 19 atoms, in Å:
C: -0.28591 -1.40414 -0.55911
C: 0.74870 0.68276 0.18518
C: -1.74210 1.28727 0.35798
N: 0.50532 -0.30406 -0.77903
C: -0.28583 1.63663 0.58774
N: -0.01776 -2.53185 -1.33769
N: 2.07509 1.17884 0.12984
O: 0.02767 2.69507 1.12818
H: 1.33320 -0.48300 -1.33551
H: -1.33286 -1.23492 -0.35528
H: 0.86970 -2.98121 -1.15909
H: -0.76749 -3.20327 -1.38064
H: 2.70620 0.66138 0.72901
H: 2.08669 2.15359 0.41280
H: 0.35634 -0.47080 1.34704
H: 0.03497 -1.28568 1.10126
H: -2.34890 2.15904 0.59237
H: -2.04264 0.46303 1.01079
H: -1.92039 0.98132 -0.67584

Repeat the fourth record exactly.
The following is a quantum chemistry calculation of a cluster of 2 separate species, C4H11N3 in total in a non-equilibrium geometry, from OMol25.

Output
frontier orbital gap (spin up / spin down): 7.83 / 7.83 eV
spin multiplicity: 1
max |F|: 1.280 eV/Å
electronic energy: -8791.8546 eV
E_HOMO (spin up / spin down): -6.9600 / -6.9613 eV
energy above the lowest of the compared OMol25 structures with the same formula, charge and spin: 132.93 kcal/mol

Positions of all 18 atoms, in Å:
C: -1.33157 1.30218 1.09504
C: -0.91116 -0.05039 -1.57740
N: -1.24271 -0.10235 0.75129
N: -0.06277 -0.68624 1.07169
C: 1.03642 -0.54601 0.29062
N: 1.99387 -1.55675 0.32237
C: 0.99374 0.38832 -0.74737
H: -0.18036 -1.60926 1.48261
H: 2.95288 -1.24683 0.32311
H: 1.83309 -2.30692 0.97940
H: -1.58618 1.40635 2.15736
H: -2.15123 1.73209 0.51501
H: -0.44707 1.93050 0.92074
H: -1.06991 -1.12157 -1.58564
H: -0.42654 0.27568 -2.49350
H: -1.83652 0.49896 -1.45659
H: 0.67032 1.39646 -0.54569
H: 1.76568 0.29578 -1.50307

> Which value of spin multiplicity does entry 8 give?

1